(1)
A gas-phase ion, C4H11N2O (charge -1) at a distorted geometry. Source: the Open Molecules 2025 dataset; level of theory: wB97M-V/def2-TZVPD.

Element x y z (Å)
N -1.212 1.610 1.592
C 0.273 1.358 1.776
C 0.724 0.134 0.951
N 0.153 0.139 -0.374
C -0.495 -1.074 -0.960
C 0.189 -1.194 -2.373
O 1.484 -0.945 -2.347
H -1.466 0.887 0.920
H -1.675 1.264 2.432
H 0.406 1.112 2.830
H 0.692 2.248 1.314
H 1.805 0.294 0.813
H 0.580 -0.797 1.514
H 0.947 0.151 -1.051
H -0.195 -1.941 -0.340
H -1.572 -0.897 -0.928
H -0.382 -0.326 -2.822
H -0.257 -2.023 -2.946

HOMO-LUMO gap in eV: 6.68
Net charge: -1
HOMO energy in eV: -2.688
SMILES: NCCNCC[O-]
E_LUMO in hartree: 0.147
Energy above the lowest of the compared OMol25 structures with the same formula, charge and spin in kJ/mol: 170.44


(2)
2 unconnected molecules or ions with the total composition C9H16N3O at a distorted geometry. Source: the Open Molecules 2025 dataset; level of theory: wB97M-V/def2-TZVPD.

Element x y z (Å)
C -1.368 -1.214 -1.923
C -0.866 -2.214 0.268
N -1.282 -1.161 -0.455
N -0.206 -3.218 -0.284
N -1.282 -2.318 1.527
H -1.128 -0.224 -0.090
H 0.331 -3.031 -1.121
H -0.119 -4.153 0.099
H -0.890 -3.031 2.125
H -1.861 -1.613 1.949
H -2.223 -0.622 -2.236
H -1.466 -2.246 -2.239
H -0.485 -0.798 -2.410
C 2.072 1.033 -1.706
C -0.103 1.854 -0.653
C 1.244 1.374 -0.529
C -0.831 2.048 0.482
C 1.855 1.333 0.757
C -0.195 2.024 1.763
C 1.161 1.614 1.886
O -0.963 2.275 2.778
H -0.499 2.062 -1.635
H -1.779 2.566 0.379
H 3.082 0.768 -1.403
H 2.129 1.763 -2.521
H 2.895 1.048 0.867
H 1.618 1.664 2.866
H -0.492 2.285 3.632
H 1.652 0.134 -2.174

HOMO-LUMO gap (spin up / spin down) in eV: 10.10 / 7.10
Spin multiplicity: 2
Net charge: +2
HOMO energy (spin up / spin down) in eV: -16.992 / -17.610
E_LUMO (spin up / spin down) in hartree: -0.253 / -0.386
Energy above the lowest of the compared OMol25 structures with the same formula, charge and spin in kJ/mol: 50.14


(3)
A molecular structure, C3H2Li2O3Sm at a distorted geometry. Source: the Open Molecules 2025 dataset; level of theory: wB97M-V/def2-TZVPD.

Element x y z (Å)
C 0.551 -0.064 0.845
C -0.407 0.102 -0.087
O 0.474 0.456 2.072
H 1.475 -0.601 0.583
H -1.438 0.426 0.075
Li 1.793 1.447 3.079
Li -1.141 -0.253 2.781
O 0.150 1.079 -1.485
C -0.251 0.389 -2.459
O -1.077 -0.820 -1.733
Sm -0.128 -2.161 -3.671

HOMO-LUMO gap (spin up / spin down) in eV: 5.87 / 6.03
Spin multiplicity: 7
Net charge: +2
HOMO energy (spin up / spin down) in eV: -13.486 / -13.489
E_LUMO (spin up / spin down) in hartree: -0.280 / -0.274
Energy above the lowest of the compared OMol25 structures with the same formula, charge and spin in kJ/mol: 0.00